Entry 1:
Density functional theory data (ωB97M-V with the def2-TZVPD basis set) for a molecular structure, C42H50IrN3O4.

Results
energy above the lowest of the compared OMol25 structures with the same formula, charge and spin: 7.27 kcal/mol
charge: 0
frontier orbital gap (spin up / spin down): 0.2918 / 0.2163 Eh
spin multiplicity: 5
HOMO energy (spin up / spin down): -7.436 / -7.943 eV
LUMO level (spin up / spin down): 0.50 / -2.06 eV

CARTESIAN COORDINATES (ANGSTROEM)
1 Ir -0.0428 -1.6378 1.9597
2 O 0.5641 -3.0171 3.2040
3 C 1.8414 -3.4185 3.0918
4 C 2.1137 -4.7200 3.5322
5 C 3.3827 -5.2506 3.4368
6 C 4.4180 -4.4962 2.8963
7 C 4.1569 -3.2064 2.4744
8 C 2.8865 -2.6395 2.5645
9 C 2.7403 -1.2093 2.0985
10 N 1.5328 -0.6150 2.5443
11 N 1.5409 0.6933 2.7236
12 C 0.2897 1.1721 2.8098
13 O -0.7255 0.4255 2.6978
14 C 0.1288 2.6319 2.9787
15 C 1.2240 3.4509 3.2387
16 C 1.0465 4.8181 3.3659
17 C -0.2177 5.3738 3.2286
18 C -1.3123 4.5599 2.9696
19 C -1.1420 3.1910 2.8478
20 H 1.2930 -5.2973 3.9329
21 H 3.5653 -6.2609 3.7792
22 H 5.4142 -4.9068 2.8126
23 H 4.9604 -2.6088 2.0651
24 H 3.5729 -0.6044 2.4639
25 H 2.2044 3.0075 3.3363
26 H 1.8974 5.4539 3.5724
27 H -0.3500 6.4437 3.3253
28 H -2.2986 4.9920 2.8659
29 H -1.9812 2.5373 2.6555
30 C 1.9111 1.9001 -4.6874
31 C 1.1576 2.3996 -3.4478
32 C 1.5720 3.8465 -3.1419
33 C -0.3382 2.3901 -3.7487
34 C 1.5096 1.5143 -2.2561
35 C 0.5751 0.7653 -1.5691
36 C 0.9337 -0.0482 -0.4891
37 N -0.0345 -0.8417 0.1427
38 C -1.3917 -0.8989 -0.0988
39 C -2.2306 0.1614 -0.4905
40 C -3.5685 -0.0599 -0.7198
41 C -4.0552 -1.3848 -0.6233
42 C -3.3239 -2.4567 -0.1657
43 C -1.9978 -2.1806 0.2626
44 O -1.3131 -2.9684 1.0385
45 C -4.0078 -3.8258 -0.0450
46 C -3.0536 -4.9932 0.2278
47 C -4.7228 -4.1353 -1.3688
48 C -5.0400 -3.7652 1.0866
49 C -4.5035 1.1134 -1.0047
50 C -4.5921 1.9722 0.2646
51 C -5.9140 0.6630 -1.3874
52 C -3.9473 1.9680 -2.1493
53 C 2.3150 -0.1777 -0.1427
54 O 2.7413 -1.2310 0.6416
55 C 3.2716 0.6056 -0.8106
56 C 2.8311 1.4304 -1.8402
57 C 4.7972 0.5401 -0.6152
58 C 5.4294 1.9271 -0.8426
59 C 5.2621 0.0969 0.7712
60 C 5.3528 -0.4445 -1.6532
61 H 1.6605 2.5159 -5.5531
62 H 1.6461 0.8664 -4.9137
63 H 2.9908 1.9463 -4.5466
64 H 1.3243 4.4964 -3.9833
65 H 2.6433 3.9292 -2.9606
66 H 1.0534 4.2184 -2.2569
67 H -0.5445 3.0384 -4.6013
68 H -0.9133 2.7657 -2.9014
69 H -0.7010 1.3907 -3.9959
70 H -0.4455 0.7570 -1.9070
71 H -1.8232 1.1605 -0.5196
72 H -5.0906 -1.5593 -0.8729
73 H -2.2509 -5.0362 -0.5090
74 H -3.6225 -5.9230 0.1608
75 H -2.5994 -4.9361 1.2108
76 H -4.0077 -4.1862 -2.1910
77 H -5.4784 -3.3925 -1.6229
78 H -5.2240 -5.1014 -1.2938
79 H -4.5584 -3.5289 2.0365
80 H -5.5404 -4.7299 1.1897
81 H -5.8014 -3.0077 0.8944
82 H -4.9850 1.3943 1.1025
83 H -5.2503 2.8261 0.0961
84 H -3.6098 2.3515 0.5495
85 H -6.4011 0.1129 -0.5815
86 H -5.9094 0.0363 -2.2807
87 H -6.5261 1.5400 -1.5998
88 H -2.9838 2.4040 -1.8900
89 H -4.6310 2.7907 -2.3663
90 H -3.8193 1.3789 -3.0586
91 H 3.5656 2.0028 -2.3836
92 H 4.9706 2.6764 -0.1961
93 H 5.3599 2.2748 -1.8723
94 H 6.4913 1.8761 -0.6011
95 H 4.8274 0.7207 1.5546
96 H 6.3461 0.2069 0.8256
97 H 5.0269 -0.9429 0.9642
98 H 5.1201 -0.1180 -2.6680
99 H 4.9240 -1.4374 -1.5093
100 H 6.4378 -0.5225 -1.5584

=====

Entry 2:
Density functional theory data (ωB97M-V with the def2-TZVPD basis set) for a molecular structure, C32H34B2HgN2O7S2 in a non-equilibrium geometry.

Results
charge: +2
frontier orbital gap: 0.0500 Eh
spin multiplicity: 1
HOMO energy: -12.296 eV
LUMO level: -10.93 eV

CARTESIAN COORDINATES (ANGSTROEM)
1 C 4.5206 1.5027 -0.1365
2 C 3.1081 2.1394 0.1404
3 O 2.2356 1.3521 0.9913
4 B 1.3421 0.5261 0.2946
5 O 0.0795 0.3230 0.8937
6 C 1.7851 -0.1864 -1.0921
7 C 2.5901 -1.4484 -0.9351
8 C 3.0206 -2.0242 0.4711
9 O 3.9169 -1.1658 1.1730
10 C 3.7403 -1.2070 2.5536
11 C 4.9684 -1.4437 3.3709
12 C 4.8436 -1.4518 4.8262
13 C 3.5592 -1.2223 5.5458
14 C 2.3461 -1.0119 4.7405
15 C 2.4787 -0.9994 3.2738
16 C 2.9697 -2.1420 -2.1732
17 C 3.7686 -3.4944 -2.2177
18 O 3.2002 -4.5624 -2.4714
19 O 5.0511 -3.5404 -2.0196
20 C 2.5596 -1.5805 -3.4544
21 N 1.8468 -0.3875 -3.5648
22 B 1.5362 0.0276 -4.9963
23 O 0.2420 0.2297 -5.5068
24 O 2.6488 0.1537 -5.8400
25 C 3.1336 1.5406 -5.8704
26 C 1.4359 0.3447 -2.4321
27 C 0.6282 1.6895 -2.5944
28 C -0.9343 1.4689 -2.7702
29 C -1.6136 0.5715 -1.6517
30 S -2.4163 1.6561 -0.3790
31 C -4.2107 1.3541 -0.4090
32 S -5.0338 1.5895 -1.8624
33 N -4.9718 0.9345 0.7323
34 C -5.4190 -0.4371 0.5875
35 C -4.5654 -1.5289 0.0491
36 C -5.0716 -2.9077 -0.0497
37 C -6.4387 -3.2884 0.3763
38 C -7.3017 -2.1785 0.8950
39 C -6.8025 -0.8063 0.9828
40 C -4.1920 1.1605 1.9424
41 C -3.2663 0.1842 2.5548
42 C -2.4997 0.5372 3.7574
43 C -2.6618 1.8593 4.3725
44 C -3.6204 2.8495 3.7956
45 C -4.3667 2.4979 2.5843
46 H 4.4547 0.6689 -0.8988
47 H 5.0558 1.1383 0.7743
48 H 5.1493 2.3006 -0.6355
49 H 3.3014 3.1025 0.7022
50 H 2.6605 2.4372 -0.8445
51 H -0.1037 1.0982 1.4586
52 H 2.0710 -2.2736 1.0164
53 H 3.5311 -3.0117 0.2563
54 H 5.9639 -1.5905 2.8917
55 H 5.7478 -1.5978 5.4765
56 H 3.4740 -1.2038 6.6588
57 H 1.3728 -0.8706 5.2727
58 H 1.5265 -0.8161 2.7025
59 H 2.8306 -2.1373 -4.3887
60 H 0.0556 1.1816 -5.3516
61 H 4.2448 1.5364 -6.0563
62 H 2.8668 2.0023 -4.8792
63 H 2.5921 2.0575 -6.7064
64 H 0.7529 2.3553 -1.6882
65 H 1.0251 2.3119 -3.4546
66 H -1.2439 1.0608 -3.7652
67 H -1.4109 2.4930 -2.6910
68 H -0.9557 -0.2215 -1.2165
69 H -2.4663 0.0237 -2.1598
70 H -3.5197 -1.2993 -0.2938
71 H -4.4215 -3.7365 -0.4375
72 H -6.8263 -4.3353 0.3282
73 H -8.3365 -2.4686 1.2079
74 H -7.5080 -0.0328 1.3646
75 H -3.1011 -0.8224 2.1064
76 H -1.7925 -0.2012 4.1999
77 H -2.0563 2.0985 5.2761
78 H -3.7451 3.8444 4.2862
79 H -5.0924 3.2234 2.1328
80 Hg -4.2665 4.2073 -1.1223

=====

no.,total energy (eV)
1,-59862.7554
2,-78223.5859